The following is a DFT calculation (ωB97M-V/def2-TZVPD) of a 2-piece molecular cluster, C5H13NO2 overall at a distorted geometry.

```
21
C5H13NO2, DFT ωB97M-V/def2-TZVPD
O 0.05 2.03 2.04
C -1.09 1.74 1.63
N -2.17 2.47 2.11
C -3.56 2.34 1.67
C -1.87 3.63 3.00
C 0.00 0.00 0.00
C -1.30 0.62 0.63
H -4.21 2.03 2.50
H -3.70 1.63 0.84
H -3.88 3.34 1.33
H -2.78 4.14 3.37
H -1.31 4.34 2.37
H -1.24 3.35 3.86
H 0.61 -0.41 0.83
H 0.59 0.78 -0.52
H -0.21 -0.81 -0.71
H -1.84 0.96 -0.28
H -1.91 -0.18 1.10
O -1.73 5.47 0.76
H -0.95 4.96 1.10
H -1.34 6.26 0.32
```

Computed properties:
HOMO = -9.01 eV
energy above the lowest of the compared OMol25 structures with the same formula, charge and spin = 123.9 kJ/mol
SMILES = CCC(=O)N(C)C.O
E_LUMO = 0.7 eV

The following is a DFT calculation (ωB97M-V/def2-TZVPD) of one molecule with the formula C5H13NO2.

```
21
C5H13NO2, DFT ωB97M-V/def2-TZVPD
C -0.08 0.08 -1.08
C 0.52 -0.55 1.40
C -0.04 -0.99 0.05
C -1.51 0.36 -1.52
C -0.36 0.50 2.09
N 0.65 -0.47 -2.21
O 0.47 1.33 -0.68
O 1.85 -0.08 1.20
H 1.27 1.14 -0.17
H 2.20 0.22 2.04
H 0.56 -1.44 2.05
H 1.63 -0.59 -1.97
H 0.59 0.16 -3.00
H 0.58 -1.81 -0.32
H -1.04 -1.38 0.21
H -2.11 0.68 -0.67
H -1.52 1.15 -2.27
H -1.94 -0.54 -1.95
H -0.50 1.36 1.45
H -1.33 0.07 2.32
H 0.10 0.82 3.03
```

Computed properties:
HOMO = -9.28 eV
energy above the lowest of the compared OMol25 structures with the same formula, charge and spin = 71.3 kJ/mol
SMILES = C[C@H](O)C[C@](C)(N)O
E_LUMO = 0.7 eV

The following is a DFT calculation (ωB97M-V/def2-TZVPD) of a 2-piece molecular cluster, C5H13NO2 overall at a distorted geometry.

```
21
C5H13NO2, DFT ωB97M-V/def2-TZVPD
C -1.23 -0.72 0.12
C -2.74 -0.92 0.29
N -0.88 -0.06 -1.15
C -0.57 0.06 1.22
C -1.16 0.54 2.30
H -0.75 -1.71 0.08
H -1.27 0.87 -1.17
H -1.28 -0.58 -1.94
H 0.49 0.23 1.05
H -3.25 0.05 0.33
H -2.95 -1.46 1.21
H -3.14 -1.48 -0.55
H -2.20 0.39 2.52
H -0.59 1.09 3.04
C 3.85 0.74 -0.83
O 2.58 0.35 -0.42
O 1.84 0.10 -1.71
H 0.88 0.04 -1.44
H 4.06 1.77 -0.52
H 3.73 0.68 -1.96
H 4.60 0.02 -0.49
```

Computed properties:
HOMO = -9.11 eV
energy above the lowest of the compared OMol25 structures with the same formula, charge and spin = 458.0 kJ/mol
SMILES = C=C[C@@H](C)N.COO
E_LUMO = 0.9 eV

The following is a DFT calculation (ωB97M-V/def2-TZVPD) of an isolated ion of composition C5H13NO2 and charge +1 at a distorted geometry.

```
21
C5H13NO2, DFT ωB97M-V/def2-TZVPD
C 1.32 1.07 1.35
O 1.37 0.11 2.36
C 1.12 0.38 -0.08
C -0.31 0.12 -0.51
C -1.07 -1.00 0.13
C -2.08 -1.62 -0.84
O -2.92 -0.70 -1.50
N 1.91 1.15 -1.01
H 0.33 1.52 1.50
H 2.09 1.85 1.39
H 2.06 0.41 2.97
H 1.56 -0.63 -0.01
H -0.12 -0.07 -1.60
H -0.89 1.05 -0.63
H -1.62 -0.69 1.03
H -0.37 -1.74 0.57
H -2.75 -2.36 -0.38
H -1.50 -2.19 -1.57
H -2.74 0.20 -1.26
H 2.92 1.00 -0.93
H 1.67 2.14 -0.99
```

Computed properties:
total charge = +1
HOMO (alpha / beta) = -13.26 / -13.26 eV
energy above the lowest of the compared OMol25 structures with the same formula, charge and spin = 192.8 kJ/mol
spin multiplicity = 2
E_LUMO (alpha / beta) = -3.4 / -8.7 eV

The following is a DFT calculation (ωB97M-V/def2-TZVPD) of a 2-piece molecular cluster, C5H13NO2 overall at a distorted geometry.

```
21
C5H13NO2, DFT ωB97M-V/def2-TZVPD
C -0.18 0.18 1.34
C 0.73 0.61 0.20
C -0.02 1.55 -0.76
C 1.99 1.25 0.78
C -0.70 -1.12 0.69
N 0.03 -2.35 0.93
O -1.62 -1.18 -0.10
H 0.16 0.17 2.43
H -0.94 1.01 1.41
H 1.15 -0.30 -0.45
H -0.14 2.60 -0.32
H 0.52 1.62 -1.64
H -0.97 1.25 -1.02
H 2.31 0.92 1.74
H 1.73 2.28 1.06
H 2.72 1.29 0.05
H -0.02 -3.00 0.22
H 0.80 -2.44 1.60
H -2.98 -0.93 -2.51
H -1.96 -1.81 -2.48
O -2.61 -1.60 -3.15
```

Computed properties:
total charge = +1
HOMO (alpha / beta) = -14.49 / -14.48 eV
energy above the lowest of the compared OMol25 structures with the same formula, charge and spin = 252.3 kJ/mol
spin multiplicity = 2
E_LUMO (alpha / beta) = -4.4 / -9.7 eV

The following is a DFT calculation (ωB97M-V/def2-TZVPD) of a 2-piece molecular cluster, C5H13NO2 overall at a distorted geometry.

```
21
C5H13NO2, DFT ωB97M-V/def2-TZVPD
C -0.40 1.92 -1.28
O -1.30 2.69 -0.64
C -0.76 0.39 -1.15
C -0.40 -0.21 0.18
C 1.11 -0.20 0.60
C 1.81 -1.16 1.18
N 3.24 -1.11 1.21
H 0.55 2.11 -0.74
H -0.26 2.39 -2.24
H -1.45 2.34 0.34
H -1.90 0.20 -1.25
H -0.25 -0.14 -2.00
H -0.74 -1.26 0.07
H -0.92 0.10 1.11
H 1.53 0.72 0.12
H 1.51 -1.93 1.72
H 3.77 -0.44 0.86
H 3.56 -1.74 1.89
H -2.28 -1.73 0.49
H -3.61 -1.25 -0.13
O -2.80 -1.69 -0.34
```

Computed properties:
total charge = +1
HOMO (alpha / beta) = -13.20 / -13.20 eV
energy above the lowest of the compared OMol25 structures with the same formula, charge and spin = 240.8 kJ/mol
spin multiplicity = 2
E_LUMO (alpha / beta) = -3.8 / -7.7 eV

The following is a DFT calculation (ωB97M-V/def2-TZVPD) of an isolated ion of composition C5H13NO2P and charge -1 at a distorted geometry.

```
22
C5H13NO2P, DFT ωB97M-V/def2-TZVPD
C 2.10 -0.16 -0.99
C 0.92 1.81 0.13
C 0.80 -0.34 1.19
C -2.37 -1.54 0.22
C 0.83 0.32 -0.18
N -0.31 -0.03 -0.89
O -1.74 1.02 1.06
O -2.77 0.66 -1.24
P -1.81 0.21 -0.17
H 1.98 -1.14 -1.49
H 2.41 0.61 -1.69
H 2.83 -0.32 -0.20
H -0.01 2.23 0.37
H 1.26 2.13 -0.79
H 1.61 2.09 0.88
H 0.11 0.13 1.80
H 0.48 -1.41 1.02
H 1.74 -0.34 1.62
H -2.65 -2.11 -0.63
H -1.76 -2.12 0.97
H -3.39 -1.46 0.88
H -0.26 -0.23 -1.87
```

Computed properties:
total charge = -1
HOMO = -4.56 eV
energy above the lowest of the compared OMol25 structures with the same formula, charge and spin = 110.9 kJ/mol
SMILES = CC(C)(C)N[P@@](C)(=O)[O-]
E_LUMO = 3.6 eV

The following is a DFT calculation (ωB97M-V/def2-TZVPD) of one molecule with the formula C5H13NO3S at a distorted geometry.

```
23
C5H13NO3S, DFT ωB97M-V/def2-TZVPD
C 1.73 -1.00 -0.48
C -0.72 -0.90 0.84
C -0.83 1.59 0.92
C -0.87 0.52 -1.14
C 1.21 0.29 0.07
N -0.28 0.34 0.21
O 3.39 0.75 1.41
O 1.25 1.44 2.51
O 1.84 -0.98 2.34
S 2.01 0.37 1.81
H 2.81 -0.68 -0.40
H 1.59 -1.89 0.12
H 1.45 -1.20 -1.56
H -0.78 -1.86 0.25
H 0.01 -1.29 1.56
H -1.78 -0.94 1.39
H -0.39 2.46 0.48
H -1.94 1.77 0.65
H -0.50 1.59 2.01
H -0.49 1.56 -1.50
H -0.49 -0.39 -1.72
H -2.04 0.67 -1.21
H 1.55 1.08 -0.53
```

Computed properties:
HOMO = -9.35 eV
energy above the lowest of the compared OMol25 structures with the same formula, charge and spin = 226.7 kJ/mol
SMILES = C[C@@H]([N+](C)(C)C)S(=O)(=O)[O-]
E_LUMO = 0.2 eV

The following is a DFT calculation (ωB97M-V/def2-TZVPD) of one molecule with the formula C5H13NO3Si at a distorted geometry.

```
23
C5H13NO3Si, DFT ωB97M-V/def2-TZVPD
C -0.34 0.77 -1.59
C -1.07 1.47 -2.68
C 1.60 1.61 1.78
C -2.13 -1.35 2.11
C 1.59 -1.74 -0.98
N -0.88 0.61 -0.47
O 0.52 0.67 1.96
O -0.93 -1.51 1.36
O 1.36 -0.93 0.15
Si 0.00 -0.29 0.80
H 0.69 0.58 -1.70
H -1.15 0.79 -3.57
H -0.64 2.46 -2.95
H -2.04 1.60 -2.35
H 1.86 2.18 2.69
H 1.29 2.31 0.98
H 2.43 0.97 1.54
H -3.00 -1.47 1.41
H -2.22 -0.44 2.75
H -2.12 -2.30 2.75
H 2.60 -1.65 -1.44
H 0.90 -1.54 -1.78
H 1.69 -2.80 -0.76
```

Computed properties:
HOMO = -9.14 eV
energy above the lowest of the compared OMol25 structures with the same formula, charge and spin = 0.0 kJ/mol
SMILES = C/C=N/[Si](OC)(OC)OC
E_LUMO = 0.9 eV

The following is a DFT calculation (ωB97M-V/def2-TZVPD) of C5H13NOS as an isolated structure at a distorted geometry.

```
21
C5H13NOS, DFT ωB97M-V/def2-TZVPD
C 1.14 -1.13 0.24
O 2.30 -1.50 1.01
C 1.36 0.34 -0.03
C 0.10 1.03 -0.72
C -0.37 1.04 0.59
S -2.22 -1.30 -0.26
C -3.40 0.07 0.16
N 2.45 0.49 -1.01
H 1.18 -1.71 -0.68
H 0.23 -1.32 0.83
H 2.26 -2.45 1.16
H 1.85 0.70 0.88
H 0.41 2.01 -1.04
H -0.44 0.49 -1.51
H -0.32 1.94 1.21
H -1.08 0.27 0.97
H -3.02 0.98 -0.28
H -4.39 -0.19 -0.23
H -3.48 0.20 1.25
H 2.20 0.06 -1.89
H 3.25 -0.03 -0.63
```

Computed properties:
HOMO = -6.63 eV
energy above the lowest of the compared OMol25 structures with the same formula, charge and spin = 578.0 kJ/mol
E_LUMO = -1.8 eV

The following is a DFT calculation (ωB97M-V/def2-TZVPD) of a 2-piece molecular cluster, C5H13NP overall at a distorted geometry.

```
20
C5H13NP, DFT ωB97M-V/def2-TZVPD
C 0.84 -0.57 -0.62
C 3.30 -0.74 -0.72
C -1.08 1.42 1.95
C 1.97 -0.57 -1.56
C -1.72 -0.12 0.38
N -3.18 0.21 0.07
P -0.60 0.28 -1.01
H 1.11 -0.93 0.37
H 3.16 -1.23 0.15
H 4.11 -1.15 -1.19
H 3.64 0.18 -0.56
H -0.08 1.12 2.20
H -1.90 1.13 2.62
H -1.52 2.25 1.48
H 1.79 -1.39 -2.24
H 2.05 0.30 -2.18
H -1.51 -1.03 0.85
H -3.54 -0.33 -0.82
H -3.17 1.18 -0.07
H -3.69 0.00 0.91
```

Computed properties:
total charge = +1
HOMO = -12.12 eV
energy above the lowest of the compared OMol25 structures with the same formula, charge and spin = 431.1 kJ/mol
E_LUMO = -4.1 eV

The following is a DFT calculation (ωB97M-V/def2-TZVPD) of one molecule with the formula C5H13NS at a distorted geometry.

```
20
C5H13NS, DFT ωB97M-V/def2-TZVPD
C 0.65 1.85 -0.04
C 1.85 1.00 0.57
S 1.57 0.67 2.31
C -0.67 1.12 -0.17
N -0.65 -0.14 -0.93
C -1.10 -1.24 -0.15
C -1.12 -2.66 -0.83
H 1.10 2.13 -0.99
H 0.65 2.78 0.52
H 1.93 0.15 -0.13
H 2.75 1.54 0.28
H 1.24 1.92 2.61
H -1.17 1.01 0.81
H -1.41 1.80 -0.64
H 0.31 -0.20 -1.23
H -0.51 -1.47 0.77
H -2.13 -1.13 0.20
H -0.47 -2.74 -1.72
H -0.66 -3.41 -0.20
H -2.15 -2.96 -1.04
```

Computed properties:
HOMO = -8.69 eV
energy above the lowest of the compared OMol25 structures with the same formula, charge and spin = 116.5 kJ/mol
SMILES = CCNCCCS
E_LUMO = 0.9 eV

Q: Which value of energy above the lowest of the compared OMol25 structures with the same formula, charge and spin does entry 6 give?
A: 240.8 kJ/mol

Q: Among the records above, which one has the lowest energy above the lowest of the compared OMol25 structures with the same formula, charge and spin?
A: C5H13NO3Si